[1]
C4H12 | ωB97M-V/def2-TZVPD

Each line ends with the Löwdin charge.
Positions of all 16 atoms, in Å:
C 0.198 2.069 0.144  -0.179
C -1.109 1.515 -0.482  -0.180
H 0.439 1.432 1.043  0.059
H 1.002 1.907 -0.547  0.039
H 0.066 3.201 0.388  0.096
H -1.171 0.468 -0.710  0.031
H -1.409 2.094 -1.389  0.069
H -1.924 1.771 0.207  0.058
C -0.129 -2.236 0.497  -0.164
C 0.917 -1.346 -0.176  -0.218
H 0.446 -2.649 1.404  0.092
H -0.943 -1.525 0.812  0.066
H -0.342 -2.967 -0.290  0.063
H 1.806 -1.844 -0.032  0.014
H 1.119 -0.471 0.444  0.048
H 1.034 -1.419 -1.313  0.106

Results
Total charge = 0
Kohn-Sham gap = 12.2985 eV
Relative energy (zero: lowest compared OMol25 entry of this formula, charge and spin) = 1.302 eV
SMILES = CC.CC
Highest occupied orbital energy = -11.142 eV

=====

[2]
C4H12 | ωB97M-V/def2-TZVPD

Each line ends with the Löwdin charge.
Positions of all 16 atoms, in Å:
C 1.014 -1.801 0.297  -0.154
C -0.442 -2.271 0.440  -0.165
H 1.611 -2.359 1.030  0.062
H 1.430 -2.064 -0.677  0.063
H 1.123 -0.746 0.511  0.033
H -0.829 -2.859 -0.385  0.058
H -1.135 -1.437 0.557  0.043
H -0.573 -2.838 1.366  0.060
C -1.029 1.899 -0.400  -0.153
C 0.499 2.229 -0.403  -0.147
H -1.572 2.358 -1.218  0.054
H -1.154 0.807 -0.424  0.041
H -1.474 2.202 0.550  0.058
H 0.842 2.527 -1.401  0.062
H 1.038 1.324 -0.158  0.027
H 0.652 3.029 0.315  0.057

Results
Total charge = 0
Kohn-Sham gap = 12.8659 eV
Relative energy (zero: lowest compared OMol25 entry of this formula, charge and spin) = 0.304 eV
SMILES = CC.CC
Highest occupied orbital energy = -11.659 eV

=====

[3]
C4H12 | ωB97M-V/def2-TZVPD

Each line ends with the Löwdin charge.
Positions of all 16 atoms, in Å:
C 2.733 -0.558 -1.200  -0.158
C 1.211 -0.546 -0.947  -0.190
H 3.203 -1.265 -0.522  0.062
H 2.873 -0.934 -2.218  0.059
H 3.106 0.455 -1.181  0.056
H 0.655 0.224 -1.470  0.055
H 1.021 -0.315 0.111  0.051
H 0.819 -1.564 -0.992  0.067
C -1.771 0.296 0.355  -0.177
C -2.106 0.807 1.749  -0.169
H -1.011 0.867 -0.177  0.040
H -1.372 -0.714 0.451  0.060
H -2.620 0.388 -0.319  0.065
H -2.083 1.886 1.862  0.056
H -1.492 0.324 2.509  0.062
H -3.166 0.649 1.990  0.062

Results
Total charge = 0
Kohn-Sham gap = 12.4940 eV
Relative energy (zero: lowest compared OMol25 entry of this formula, charge and spin) = 0.396 eV
SMILES = CC.CC
Highest occupied orbital energy = -11.379 eV

=====

[4]
C4H12 | ωB97M-V/def2-TZVPD

Each line ends with the Löwdin charge.
Positions of all 16 atoms, in Å:
C 0.053 -1.300 -2.192  -0.185
C -0.933 -2.030 -1.319  -0.175
H 0.256 -0.264 -1.911  0.051
H 1.034 -1.778 -2.296  0.063
H -0.246 -1.243 -3.244  0.062
H -0.603 -2.164 -0.281  0.061
H -1.803 -1.407 -1.095  0.063
H -1.163 -3.010 -1.718  0.061
C 0.668 1.280 2.369  -0.178
C 0.216 2.040 1.145  -0.175
H 1.749 1.081 2.333  0.062
H 0.515 1.769 3.333  0.064
H 0.239 0.286 2.429  0.056
H -0.879 2.113 1.182  0.062
H 0.376 1.541 0.199  0.045
H 0.522 3.085 1.065  0.064

Results
Total charge = 0
Kohn-Sham gap = 12.5359 eV
Relative energy (zero: lowest compared OMol25 entry of this formula, charge and spin) = 0.282 eV
SMILES = CC.CC
Highest occupied orbital energy = -11.460 eV

=====

[5]
C4H12 | ωB97M-V/def2-TZVPD

Each line ends with the Löwdin charge.
Positions of all 16 atoms, in Å:
C 1.144 -0.258 1.593  -0.179
C 0.681 -1.673 1.914  -0.169
H 2.009 0.120 2.142  0.062
H 1.460 -0.247 0.543  0.053
H 0.383 0.515 1.668  0.050
H 0.939 -2.442 1.191  0.060
H -0.381 -1.734 2.162  0.061
H 1.113 -2.001 2.872  0.060
C -1.063 0.563 -1.142  -0.171
C -0.776 1.375 -2.388  -0.178
H -2.085 0.191 -1.127  0.067
H -0.344 -0.254 -1.081  0.054
H -0.846 1.119 -0.229  0.050
H 0.191 1.879 -2.395  0.060
H -1.504 2.151 -2.614  0.060
H -0.649 0.742 -3.272  0.062

Results
Total charge = 0
Kohn-Sham gap = 12.6938 eV
Relative energy (zero: lowest compared OMol25 entry of this formula, charge and spin) = 0.314 eV
SMILES = CC.CC
Highest occupied orbital energy = -11.529 eV

=====

[6]
C4H12 | ωB97M-V/def2-TZVPD

Each line ends with the Löwdin charge.
Positions of all 16 atoms, in Å:
C 0.718 -0.822 -2.240  -0.216
C -0.533 -1.331 -1.702  -0.197
H 1.635 -1.023 -1.657  0.064
H 0.975 -1.051 -3.338  0.090
H 1.064 0.231 -2.199  0.064
H -1.473 -1.097 -2.179  0.061
H -0.788 -0.894 -0.709  0.059
H -0.567 -2.378 -1.349  0.078
C 0.593 0.928 1.805  -0.182
C -0.881 1.219 2.105  -0.166
H 0.973 1.603 1.024  0.065
H 1.195 0.866 2.730  0.069
H 0.807 0.016 1.268  0.037
H -0.920 2.226 2.473  0.054
H -1.353 0.434 2.760  0.081
H -1.447 1.073 1.209  0.039

Results
Total charge = 0
Kohn-Sham gap = 12.0878 eV
Relative energy (zero: lowest compared OMol25 entry of this formula, charge and spin) = 1.110 eV
SMILES = CC.CC
Highest occupied orbital energy = -11.005 eV

=====

[7]
C4H12 | ωB97M-V/def2-TZVPD

Each line ends with the Löwdin charge.
Positions of all 16 atoms, in Å:
C -2.435 1.687 -0.030  -0.167
C -1.073 1.006 -0.176  -0.182
H -2.517 2.631 -0.569  0.060
H -3.182 0.962 -0.341  0.059
H -2.685 1.954 0.999  0.061
H -1.162 0.014 0.245  0.048
H -0.290 1.546 0.359  0.065
H -0.673 0.983 -1.188  0.060
C 1.416 -1.847 0.513  -0.168
C 2.099 -0.806 -0.355  -0.155
H 0.431 -1.528 0.834  0.038
H 1.256 -2.839 0.074  0.063
H 1.973 -2.123 1.413  0.062
H 2.824 -0.270 0.210  0.052
H 2.623 -1.262 -1.194  0.064
H 1.393 -0.108 -0.796  0.037

Results
Total charge = 0
Kohn-Sham gap = 12.8571 eV
Relative energy (zero: lowest compared OMol25 entry of this formula, charge and spin) = 0.257 eV
SMILES = CC.CC
Highest occupied orbital energy = -11.691 eV

=====

[8]
C4H12 | ωB97M-V/def2-TZVPD

Each line ends with the Löwdin charge.
Positions of all 16 atoms, in Å:
C -0.896 0.433 1.919  -0.163
C -0.991 1.798 1.185  -0.155
H -0.322 -0.275 1.311  0.036
H -0.301 0.546 2.824  0.060
H -1.886 -0.009 1.986  0.064
H -1.951 2.227 1.466  0.059
H -1.105 1.559 0.127  0.041
H -0.088 2.364 1.375  0.063
C 1.365 -1.654 -1.355  -0.181
C 0.458 -0.508 -1.655  -0.169
H 1.259 -2.524 -2.020  0.063
H 2.452 -1.550 -1.458  0.064
H 1.249 -2.115 -0.371  0.059
H 1.001 0.417 -1.915  0.072
H -0.134 -0.118 -0.839  0.020
H -0.110 -0.591 -2.581  0.068

Results
Total charge = 0
Kohn-Sham gap = 12.4619 eV
Relative energy (zero: lowest compared OMol25 entry of this formula, charge and spin) = 0.656 eV
SMILES = CC.CC
Highest occupied orbital energy = -11.291 eV

=====

[9]
C4H12 | ωB97M-V/def2-TZVPD

Each line ends with the Löwdin charge.
Positions of all 16 atoms, in Å:
C -0.625 1.989 0.330  -0.160
C -1.836 1.151 0.735  -0.161
H -0.798 2.513 -0.610  0.064
H -0.288 2.693 1.093  0.062
H 0.240 1.346 0.184  0.034
H -1.683 0.123 0.414  0.040
H -2.777 1.520 0.339  0.059
H -1.937 1.108 1.827  0.065
C 0.528 -1.828 -0.757  -0.173
C 1.910 -1.287 -0.378  -0.169
H -0.136 -1.731 0.104  0.050
H 0.117 -1.271 -1.602  0.065
H 0.562 -2.898 -0.965  0.059
H 1.868 -0.196 -0.345  0.044
H 2.702 -1.669 -1.019  0.061
H 2.152 -1.563 0.650  0.061

Results
Total charge = 0
Kohn-Sham gap = 12.8621 eV
Relative energy (zero: lowest compared OMol25 entry of this formula, charge and spin) = 0.163 eV
SMILES = CC.CC
Highest occupied orbital energy = -11.688 eV

=====

[10]
C4H12 | ωB97M-V/def2-TZVPD

Each line ends with the Löwdin charge.
Positions of all 16 atoms, in Å:
C -1.430 1.700 -0.163  -0.026
C -0.659 2.341 0.863  0.002
H -1.950 2.321 -0.887  0.115
H -0.899 0.897 -0.704  0.135
H -2.298 1.178 0.396  0.227
H 0.115 3.075 0.382  0.246
H -0.162 1.683 1.573  0.118
H -1.173 3.196 1.382  0.177
C 0.480 -2.352 -0.838  -0.151
C 1.525 -1.733 0.122  -0.179
H 0.446 -3.381 -0.488  0.066
H -0.494 -1.898 -0.835  0.037
H 0.927 -2.336 -1.830  0.069
H 1.999 -0.873 -0.353  0.047
H 2.308 -2.478 0.270  0.067
H 1.263 -1.340 1.109  0.051

Results
Expectation value of S² = 0.754
Total charge = +1
Kohn-Sham gap (spin up / spin down) = 11.0333 / 3.0759 eV
Relative energy (zero: lowest compared OMol25 entry of this formula, charge and spin) = 0.648 eV
2S+1 = 2
Highest occupied orbital energy (spin up / spin down) = -14.664 / -14.662 eV

=====

[11]
C4H12 | ωB97M-V/def2-TZVPD

Each line ends with the Löwdin charge.
Positions of all 16 atoms, in Å:
C -1.583 -1.468 -0.279  -0.066
C -1.834 -1.002 1.257  -0.098
H -0.843 -0.859 -0.517  -0.050
H -2.365 -0.972 -0.869  0.091
H -1.490 -2.507 -0.370  0.065
H -1.513 0.041 1.452  0.055
H -1.173 -1.525 1.938  0.056
H -2.902 -1.156 1.477  0.080
C 1.000 1.056 -0.803  -0.040
C 2.393 1.215 -0.282  0.008
H 0.148 1.411 -0.173  0.112
H 0.668 0.024 -0.935  0.096
H 1.087 1.645 -1.824  0.202
H 3.170 0.752 -0.858  0.106
H 2.480 1.074 0.849  0.192
H 2.758 2.273 -0.062  0.192

Results
Expectation value of S² = 0.753
Total charge = +1
Kohn-Sham gap (spin up / spin down) = 12.1709 / 3.7851 eV
Relative energy (zero: lowest compared OMol25 entry of this formula, charge and spin) = 1.330 eV
2S+1 = 2
Highest occupied orbital energy (spin up / spin down) = -15.570 / -15.093 eV

=====

[12]
C4H12B2CoF8O4 | ωB97M-V/def2-TZVPD

Each line ends with the Löwdin charge.
Positions of all 31 atoms, in Å:
Co 0.196 0.111 0.052  0.864
B 2.772 -1.552 -0.450  -1.212
F 3.445 -0.812 -1.416  0.135
F 1.812 -2.394 -1.023  0.111
F 3.652 -2.284 0.345  0.130
F 2.060 -0.608 0.393  0.060
B 0.729 3.004 -0.014  -1.218
F 1.516 3.721 0.890  0.130
F 0.469 3.769 -1.179  0.099
F 1.383 1.811 -0.412  0.111
F -0.483 2.636 0.597  0.106
C -0.807 0.698 -2.474  -0.156
C -2.100 0.505 -1.694  -0.135
O -1.802 0.596 -0.272  -0.098
O 0.263 -0.128 -1.964  -0.070
H -0.501 1.750 -2.465  0.131
H -0.988 0.436 -3.518  0.139
H -2.440 -0.497 -1.979  0.128
H -2.830 1.294 -1.858  0.140
H -2.596 0.422 0.239  0.126
H 0.726 -0.500 -2.720  0.139
C -0.943 -1.832 1.912  -0.160
C -0.046 -0.912 2.742  -0.153
O 0.148 0.372 2.113  -0.073
O -0.537 -1.805 0.531  -0.077
H -1.980 -1.499 2.023  0.124
H -0.843 -2.853 2.276  0.136
H 0.931 -1.405 2.786  0.137
H -0.427 -0.764 3.750  0.136
H 0.399 1.009 2.789  0.140
H -1.177 -2.290 0.000  0.130

Results
Expectation value of S² = 3.754
Total charge = 0
Kohn-Sham gap (spin up / spin down) = 10.8967 / 10.6687 eV
Relative energy (zero: lowest compared OMol25 entry of this formula, charge and spin) = 0.000 eV
2S+1 = 4
Highest occupied orbital energy (spin up / spin down) = -11.683 / -11.454 eV